Entry 1:
14
Properties=species:S:1:pos:R:3:lowdin_charge:R:1 method="wB97M-V/def2-TZVPD" homo_ha=-0.347 e_tot_ev=-7361.1664 gap_ev=10.383 smiles="C=C(C)CC=O" lumo_energy_ev=0.9 relative_energy_kj_mol=105.1
O 0.111 -2.373 1.063 0.052
C 0.415 -1.237 1.333 -0.273
C -0.376 1.682 0.209 0.048
C 1.086 -0.280 0.391 -0.141
C -0.789 -0.252 -1.350 -0.053
C -0.071 0.467 -0.234 -0.385
H 0.056 -0.736 2.260 0.131
H -0.188 -0.170 -2.261 0.085
H -0.913 -1.324 -1.140 0.081
H 1.659 -0.777 -0.398 0.128
H 1.731 0.424 0.929 0.115
H -1.075 2.311 -0.330 0.065
H -1.782 0.164 -1.549 0.081
H 0.136 2.099 1.076 0.067



Entry 2:
32
Properties=species:S:1:pos:R:3:lowdin_charge:R:1 method="wB97M-V/def2-TZVPD" spin_multiplicity=7 homo_ha="-0.575 / -0.577" s2=12.043 e_tot_ev=-65869.3194 gap_ev="5.882 / 8.631" total_charge=+2 lumo_energy_ev="-9.8 / -7.1" relative_energy_kj_mol=0.0
Eu 0.679 -1.031 0.637 1.343
I 0.515 -3.064 -1.681 0.752
Cl -1.669 -1.890 1.105 -0.167
P -1.143 1.288 -0.338 0.691
O 2.616 -2.398 -3.789 0.097
O 1.931 2.748 0.919 0.122
O 1.160 -0.190 2.746 -0.263
N 2.529 0.595 4.401 0.211
N 0.250 0.594 4.696 0.217
C -1.408 0.577 -2.025 -0.288
C 1.305 0.306 3.899 -0.572
C 1.793 -3.235 -3.567 -0.662
C 1.475 1.720 0.673 -0.112
C 1.378 -4.459 -4.332 -0.070
C -2.861 1.306 0.299 -0.278
C -1.024 3.050 -0.787 -0.273
H 2.598 1.079 5.280 0.131
H -1.011 3.678 0.112 0.060
H -3.162 0.283 0.555 -0.008
H 0.339 -4.339 -4.658 0.103
H -3.525 1.726 -0.467 0.064
H 2.026 -4.588 -5.204 0.113
H -1.617 -0.503 -1.954 0.002
H -0.510 0.713 -2.652 0.051
H -0.110 3.253 -1.355 0.053
H 3.351 0.341 3.867 0.135
H 0.416 1.084 5.558 0.130
H -2.920 1.921 1.207 0.058
H -2.263 1.104 -2.477 0.063
H -1.899 3.314 -1.395 0.068
H 1.448 -5.334 -3.680 0.096
H -0.686 0.350 4.407 0.134